This record from OMol25 describes the molecule C2H6N2S in a non-equilibrium geometry. The level of theory is wB97M-V/def2-TZVPD.

Each line ends with the Löwdin charge.
Atoms and positions in Å:
C (-1.09258, 0.87137, 1.12744)  -0.43
C (0.41164, -0.43899, -0.94978)  -0.83
H (-0.33768, 1.61705, 1.49292)  0.04
H (-2.10137, 1.11909, 1.39997)  0.02
H (-0.84402, -0.10793, 1.60554)  0.04
H (1.80455, -1.36494, 0.01741)  0.09
H (1.41264, 0.03673, 0.70705)  0.07
H (-0.01752, -0.73511, -2.84107)  0.05
N (1.06023, -0.72375, 0.20225)  0.05
N (0.68307, -0.97161, -2.09061)  0.05
S (-0.97896, 0.69809, -0.67112)  0.84

Forces on the atoms, in the same order (eV/Å):
1.8087 -0.7533 0.5699
-1.4899 0.4880 -1.7688
-0.9681 -0.4819 -0.2192
-0.3488 0.3810 -0.0323
-0.2880 0.7616 -0.4185
0.4701 -0.5513 -0.0669
0.1923 1.3477 0.8837
0.8663 -0.2089 1.2230
0.6903 -1.6278 -0.1507
-0.9992 0.7539 0.4899
0.0662 -0.1091 -0.5103

Summary:
structure (SMILES)	[H]/N=C(/N)SC
HOMO-LUMO gap	0.3567	Ha
relative energy (zero: lowest compared OMol25 entry of this formula, charge and spin)	30.1	kJ/mol
total charge	0
DFT total energy	-587.49253	a.u.
HOMO	-8.9	eV